[1]
Computed, not measured: 2 unconnected molecules or ions with the total composition C2H6N3 in a non-equilibrium geometry, with ωB97M-V/def2-TZVPD.

Each line ends with the Löwdin charge.
Positions of all 11 atoms, in Å:
C -2.369 0.314 0.016  -0.37
C 2.599 -0.143 0.134  0.16
N -1.426 0.359 0.816  0.08
N -3.158 0.358 -0.847  0.23
N 1.425 -0.417 -0.274  0.21
H 2.877 0.719 0.728  0.12
H -1.562 0.912 1.686  0.10
H 3.562 -0.710 -0.016  0.15
H -3.739 -0.336 -1.143  0.06
H 0.604 0.141 -0.180  0.08
H 1.188 -1.197 -0.920  0.18

The net charge is +1. The value obtained for the HOMO-LUMO gap is 0.308 Eh.

***

[2]
Computed, not measured: a molecular structure, C26H24AsCl3GeIrN4OS3Se, with ωB97M-V/def2-TZVPD.

Each line ends with the Löwdin charge.
Positions of all 65 atoms, in Å:
Ir -1.405 -0.566 -0.470  0.57
O -1.633 1.171 0.571  -0.39
N -1.871 2.337 -0.004  -0.20
C -1.773 3.420 0.814  -0.01
C -1.986 4.666 0.314  -0.02
C -2.298 4.810 -1.049  -0.03
C -2.387 3.707 -1.850  -0.07
C -2.166 2.418 -1.325  -0.66
S -2.258 0.994 -2.249  0.67
H -1.520 3.180 1.836  0.15
H -1.904 5.520 0.969  0.12
H -2.461 5.795 -1.466  0.12
H -2.615 3.784 -2.902  0.12
S 1.342 0.805 2.700  0.74
C 1.529 -0.743 3.407  -0.74
C 2.711 -1.066 4.097  -0.09
C 2.856 -2.297 4.707  -0.06
C 1.817 -3.217 4.659  -0.05
C 0.634 -2.915 3.987  -0.08
C 0.487 -1.696 3.350  -0.39
As -1.103 -1.260 2.317  1.30
C -1.987 0.084 3.409  -0.40
C -3.255 0.510 3.017  -0.14
C -3.918 1.494 3.732  -0.08
C -3.313 2.070 4.844  -0.08
C -2.056 1.644 5.242  -0.07
C -1.394 0.650 4.529  -0.12
C -2.235 -2.799 2.708  -0.41
C -3.207 -2.789 3.704  -0.10
C -4.034 -3.891 3.886  -0.08
C -3.889 -5.014 3.083  -0.09
C -2.912 -5.035 2.096  -0.08
C -2.095 -3.930 1.906  -0.15
H 3.499 -0.326 4.140  0.11
H 3.772 -2.538 5.230  0.11
H 1.922 -4.177 5.147  0.11
H -0.165 -3.645 3.963  0.10
H -3.730 0.076 2.145  0.08
H -4.905 1.814 3.424  0.11
H -3.827 2.841 5.403  0.11
H -1.585 2.080 6.113  0.11
H -0.418 0.319 4.860  0.08
H -3.329 -1.920 4.339  0.10
H -4.787 -3.874 4.664  0.11
H -4.530 -5.874 3.231  0.11
H -2.790 -5.911 1.472  0.11
H -1.348 -3.949 1.120  0.06
C -1.426 -4.410 -4.815  -0.05
N -1.246 -4.072 -3.413  -0.04
C -1.110 -2.836 -2.949  -0.77
N -1.263 -1.809 -3.770  0.11
S -0.718 -2.667 -1.273  0.59
H -1.367 -5.488 -4.920  0.10
H -0.635 -3.966 -5.422  0.10
H -2.400 -4.081 -5.181  0.10
H -1.198 -4.812 -2.732  0.13
H -1.407 -1.949 -4.756  0.11
H -0.899 -0.911 -3.479  -0.06
Cl 1.272 2.196 -0.720  0.16
Ge 0.856 0.098 -1.072  -0.42
Cl 2.505 -0.989 -0.209  0.13
Cl 1.249 -0.090 -3.213  0.16
Se -5.822 -2.553 0.728  0.91
C -4.246 -1.893 0.247  -0.76
N -3.219 -1.441 -0.047  -0.11

The net charge is +1. The value obtained for the HOMO-LUMO gap (alpha / beta) is 0.252 / 0.171 Eh. Its expectation value of S² is 6.062. Its spin multiplicity is 5.

***

[3]
Computed, not measured: 2 unconnected molecules or ions with the total composition C5H11ClN5 in a non-equilibrium geometry, with ωB97M-V/def2-TZVPD.

Each line ends with the Löwdin charge.
Positions of all 22 atoms, in Å:
C 0.166 1.938 -1.415  -0.18
C -0.825 1.481 0.803  -0.37
C 1.287 0.665 0.215  -0.81
C 1.449 -2.533 -0.821  -0.11
C -0.880 -2.480 0.181  -0.06
N 1.235 1.162 -0.921  0.07
N -0.833 2.096 -0.365  0.12
N 0.308 0.827 1.186  0.13
N -1.823 1.695 1.639  0.22
N 0.185 -1.906 -0.221  -0.11
Cl 2.694 -0.095 0.798  0.84
H 0.436 3.022 -1.772  0.16
H 2.210 -2.083 -0.200  -0.03
H 1.361 -3.746 -0.732  0.13
H 1.613 -2.272 -1.858  0.07
H -1.131 -3.552 0.048  0.08
H -1.648 -1.864 0.614  0.04
H -0.169 1.378 -2.377  0.16
H -1.712 2.639 -0.608  0.20
H 0.292 0.118 1.888  0.14
H -2.523 2.386 1.405  0.14
H -1.694 1.123 2.512  0.17

The net charge is +1. The value obtained for the HOMO-LUMO gap is 0.342 Eh.

***

[4]
Computed, not measured: 8 unconnected molecules or ions with the total composition C57H58F8N3O2 in a non-equilibrium geometry, with ωB97M-V/def2-TZVPD.

Each line ends with the Löwdin charge.
Positions of all 128 atoms, in Å:
C 0.563 6.877 5.971  -0.11
C -0.587 6.175 5.180  -0.26
C -0.376 6.488 3.678  -0.22
C -1.124 5.549 2.691  -0.22
C -2.589 5.225 3.074  -0.19
C -2.799 3.984 3.975  -0.19
C -2.929 2.636 3.226  -0.18
C -1.719 2.272 2.315  -0.18
C -2.013 2.771 0.885  -0.12
C -0.982 2.372 -0.148  -0.19
C 0.319 2.975 -0.097  0.11
C 1.228 2.620 -1.095  0.05
C 0.793 1.710 -2.067  -0.11
C 1.626 1.237 -3.227  -0.32
O 1.233 0.290 -3.858  0.16
N 2.836 1.923 -3.594  0.20
C 2.611 2.912 -4.587  -0.47
O 3.460 3.336 -5.306  0.20
F 1.335 3.347 -4.705  0.12
N -0.411 1.244 -1.950  0.11
N -1.319 1.520 -1.074  0.20
H 0.552 6.458 6.985  0.07
H 0.476 7.965 5.957  0.07
H 1.496 6.526 5.512  0.07
H -0.442 5.103 5.357  0.10
H -1.575 6.538 5.480  0.11
H -0.561 7.544 3.436  0.12
H 0.701 6.343 3.491  0.10
H -0.492 4.668 2.516  0.07
H -1.168 6.089 1.726  0.11
H -2.979 6.110 3.599  0.11
H -3.236 5.107 2.192  0.10
H -3.759 4.137 4.493  0.12
H -2.048 3.859 4.761  0.10
H -3.039 1.833 3.955  0.09
H -3.840 2.617 2.609  0.12
H -1.684 1.177 2.293  0.08
H -0.756 2.600 2.716  0.10
H -2.957 2.300 0.577  0.13
H -2.158 3.856 0.805  0.11
H 0.570 3.692 0.679  0.14
H 2.222 3.056 -1.140  0.14
H 3.403 1.218 -4.069  0.17
H -0.679 0.557 -2.662  0.20
F -2.802 -0.232 3.579  0.02
C -3.356 -1.373 4.061  -0.29
C -2.815 -1.959 5.186  -0.03
C -3.384 -3.123 5.679  -0.07
C -4.476 -3.689 5.035  -0.09
C -5.004 -3.088 3.901  -0.07
C -4.444 -1.917 3.411  -0.02
H -1.957 -1.506 5.668  0.12
H -2.974 -3.590 6.565  0.11
H -4.916 -4.600 5.419  0.11
H -5.853 -3.531 3.397  0.11
H -4.846 -1.428 2.533  0.12
F 0.693 0.686 2.292  0.04
C 1.766 -0.102 2.050  -0.29
C 2.516 0.127 0.918  -0.02
C 3.621 -0.676 0.666  -0.07
C 3.948 -1.699 1.544  -0.07
C 3.176 -1.918 2.677  -0.06
C 2.078 -1.110 2.937  0.00
H 2.236 0.926 0.239  0.07
H 4.225 -0.504 -0.216  0.10
H 4.806 -2.328 1.345  0.11
H 3.430 -2.718 3.358  0.09
H 1.469 -1.259 3.819  0.13
F -1.177 -3.402 2.969  0.07
C -1.070 -3.298 1.635  -0.27
C -1.122 -4.441 0.860  0.01
C -1.015 -4.329 -0.518  -0.07
C -0.847 -3.081 -1.103  -0.10
C -0.792 -1.943 -0.310  -0.08
C -0.910 -2.049 1.069  -0.01
H -1.245 -5.405 1.336  0.12
H -1.061 -5.216 -1.137  0.11
H -0.758 -2.999 -2.180  0.10
H -0.663 -0.968 -0.760  0.06
H -0.879 -1.172 1.705  0.10
F -4.190 -6.594 -1.168  0.06
C -4.083 -6.492 -2.507  -0.29
C -4.136 -7.636 -3.278  -0.01
C -4.031 -7.526 -4.657  -0.08
C -3.863 -6.279 -5.246  -0.10
C -3.807 -5.139 -4.455  -0.09
C -3.923 -5.245 -3.076  -0.03
H -4.259 -8.600 -2.801  0.12
H -4.078 -8.414 -5.274  0.11
H -3.777 -6.197 -6.322  0.10
H -3.673 -4.168 -4.912  0.10
H -3.890 -4.366 -2.444  0.11
F 2.020 -3.795 -2.650  0.05
C 2.121 -3.693 -3.990  -0.28
C 2.048 -4.835 -4.762  -0.01
C 2.148 -4.724 -6.142  -0.07
C 2.330 -3.478 -6.729  -0.09
C 2.406 -2.341 -5.937  -0.08
C 2.296 -2.447 -4.557  -0.03
H 1.915 -5.798 -4.286  0.12
H 2.086 -5.609 -6.760  0.11
H 2.412 -3.394 -7.805  0.10
H 2.551 -1.370 -6.394  0.10
H 2.344 -1.577 -3.926  0.08
F 5.315 -3.952 4.050  0.04
C 6.173 -3.199 4.772  -0.28
C 5.706 -2.063 5.405  -0.02
C 6.587 -1.294 6.150  -0.08
C 7.922 -1.663 6.244  -0.09
C 8.376 -2.804 5.597  -0.08
C 7.495 -3.583 4.859  -0.02
H 4.663 -1.787 5.315  0.10
H 6.233 -0.406 6.658  0.11
H 8.610 -1.059 6.822  0.10
H 9.417 -3.090 5.667  0.11
H 7.828 -4.481 4.355  0.12
F -2.691 6.312 -9.983  0.07
C -2.017 5.707 -8.993  -0.29
C -1.362 4.518 -9.252  -0.01
C -0.662 3.897 -8.228  -0.08
C -0.634 4.464 -6.960  -0.10
C -1.302 5.657 -6.717  -0.08
C -1.995 6.287 -7.740  -0.01
H -1.402 4.089 -10.244  0.12
H -0.138 2.969 -8.420  0.10
H -0.091 3.976 -6.164  0.07
H -1.284 6.097 -5.728  0.10
H -2.514 7.221 -7.572  0.12

The net charge is +1. The value obtained for the HOMO-LUMO gap is 0.197 Eh.